{"formula": "C31H22N5O2Re", "method": "ωB97M-V with the def2-TZVPD basis set", "species": ["Re", "O", "O", "N", "N", "N", "N", "N", "C", "C", "C", "C", "C", "C", "C", "C", "C", "C", "C", "C", "C", "C", "C", "C", "C", "C", "C", "C", "C", "C", "C", "C", "C", "C", "C", "C", "C", "C", "C", "H", "H", "H", "H", "H", "H", "H", "H", "H", "H", "H", "H", "H", "H", "H", "H", "H", "H", "H", "H", "H", "H"], "positions_angstrom": [[0.09880, -0.29230, 0.07400], [-0.94200, 2.33490, -2.98090], [4.11580, -0.66240, 0.89130], [-0.70150, -1.99520, -0.34750], [-2.02960, 0.30070, -0.30390], [2.05610, 0.06040, 0.08710], [0.20500, 1.04730, -1.42610], [0.76480, -1.33370, 1.82970], [1.98580, -2.92310, 3.76650], [-2.77630, -3.91270, 0.28300], [1.97090, -3.18810, -0.75090], [0.60800, -2.75130, 3.74590], [3.80630, 1.45860, -0.95810], [3.24370, -3.68800, -0.55000], [-2.16290, 1.08140, -1.38710], [-3.13600, -0.12450, 0.30110], [3.12710, 2.91620, -2.75070], [-3.72230, -6.00560, -0.39260], [-0.90230, 1.56500, -2.04370], [-2.59060, -6.27180, -1.15190], [1.47920, 1.52740, -1.68530], [-0.48660, -3.24940, -0.35960], [-4.40630, 0.16830, -0.16670], [1.05530, -4.99070, 0.55990], [4.11380, 2.40890, -1.91200], [2.33240, -5.48270, 0.75690], [2.90030, -0.64620, 0.89540], [-3.81420, -4.82100, 0.32230], [2.50010, 0.99520, -0.83680], [0.86400, -3.82870, -0.19060], [2.10750, -1.45030, 1.88880], [0.04140, -1.96900, 2.75630], [-4.54450, 0.95220, -1.30420], [-3.39800, 1.43530, -1.91220], [3.42790, -4.83180, 0.21230], [1.81870, 2.49010, -2.63770], [-1.61450, -4.19450, -0.43330], [-1.53240, -5.38010, -1.16330], [2.74460, -2.24620, 2.82710], [-4.68770, -4.61080, 0.91970], [-5.26690, -0.23090, 0.34400], [-2.53070, -7.17960, -1.73420], [3.81970, -2.31710, 2.78300], [-0.02340, -3.22640, 4.47770], [0.20640, -5.49400, 0.99920], [-5.51910, 1.17190, -1.71090], [-0.64620, -5.58640, -1.74510], [2.47990, -6.38260, 1.33340], [1.05320, 2.90670, -3.27240], [-2.83290, -2.99000, 0.83840], [-3.42310, 2.05960, -2.79360], [2.44750, -3.56050, 4.50490], [4.09420, -3.19440, -0.99350], [3.37870, 3.66210, -3.48820], [1.80760, -2.31840, -1.37560], [5.12810, 2.76750, -1.99200], [-1.03140, -1.84490, 2.70490], [4.42440, -5.21400, 0.37620], [4.56570, 1.08380, -0.29070], [-4.52640, -6.72380, -0.34860], [-2.99560, -0.73690, 1.17930]], "forces_ev_per_angstrom": [[-1.91, -2.97, -2.13], [-0.17, -0.39, 0.34], [-0.79, -0.13, -0.06], [2.15, 2.07, 0.49], [0.42, 1.09, 0.32], [-1.12, -0.01, 0.52], [-0.79, -0.21, 0.78], [0.21, 0.07, 0.70], [-0.29, 0.16, -0.10], [0.18, 0.00, -0.03], [-0.21, -0.11, -0.07], [0.21, -0.04, -0.13], [-0.14, -0.30, 0.31], [0.09, 0.03, -0.09], [-0.40, 0.02, -0.24], [-0.25, -0.13, 0.26], [0.57, -0.12, 0.32], [0.09, 0.00, -0.02], [-0.23, 0.34, -0.04], [-0.05, -0.02, -0.04], [2.23, 0.27, -0.08], [-0.07, -0.65, 0.11], [0.19, -0.02, -0.13], [-0.17, 0.14, -0.07], [-0.25, 0.36, -0.39], [0.11, -0.04, 0.08], [0.41, -0.15, 0.83], [-0.08, -0.04, 0.00], [0.10, 1.30, -1.99], [0.43, 0.14, -0.18], [0.04, -0.39, 0.40], [-0.20, -0.03, 0.15], [0.24, -0.08, 0.14], [0.21, -0.19, 0.08], [-0.04, 0.07, -0.01], [-0.42, -0.25, 0.11], [-0.45, -0.06, 0.00], [0.04, 0.17, 0.06], [-0.09, 0.15, -0.30], [-0.12, 0.00, 0.03], [-0.06, -0.03, 0.10], [0.01, -0.06, 0.00], [0.10, 0.04, 0.02], [-0.11, -0.07, 0.04], [-0.05, -0.05, 0.01], [-0.09, 0.07, 0.01], [0.08, -0.08, -0.03], [-0.03, -0.08, 0.10], [0.13, -0.06, 0.03], [-0.03, 0.10, 0.10], [0.05, 0.01, 0.00], [0.07, -0.01, 0.06], [0.07, 0.08, -0.05], [0.01, 0.07, -0.07], [0.10, 0.03, -0.03], [0.09, 0.02, -0.02], [0.00, 0.05, -0.07], [0.06, -0.06, -0.02], [0.01, 0.02, -0.13], [-0.08, -0.05, -0.05], [0.01, 0.02, 0.05]], "homo_energy_ha": [-0.3832, -0.3816], "relative_energy_kcal_mol": 29.1, "spin_multiplicity": 2, "charge": 1, "s2": 0.792}